(1)
# C27H68HgN3O10S

C27H68HgN3O10S as an isolated structure in a non-equilibrium geometry (ωB97M-V with the def2-TZVPD basis set, the OMol25 dataset).

Geometry as XYZ:
```
110
Properties=species:S:1:pos:R:3:lowdin_charge:R:1
Hg 0.29 2.35 2.22 1.289
C 0.11 -1.33 0.19 0.051
C 0.22 0.04 0.78 -0.660
O 1.11 0.29 1.66 -0.132
O -0.58 0.95 0.46 -0.134
H 0.98 -1.95 0.36 0.068
H 0.02 -1.19 -0.89 0.090
H -0.78 -1.79 0.61 0.099
C -4.66 1.21 -2.03 -0.033
C -4.07 1.00 -0.64 -0.454
C -3.61 -0.43 -0.45 -0.058
O -2.98 1.90 -0.44 -0.101
H -5.63 1.71 -2.05 0.078
H -4.84 0.27 -2.54 0.080
H -3.95 1.82 -2.59 0.082
H -4.79 1.16 0.17 0.134
H -2.88 -0.69 -1.23 0.076
H -4.42 -1.15 -0.62 0.092
H -3.19 -0.64 0.54 0.062
H -2.15 1.44 -0.24 0.014
C 4.35 1.26 0.31 -0.047
C 4.73 -0.01 1.03 -0.448
C 5.00 0.13 2.53 -0.047
O 3.66 -0.99 0.86 -0.084
H 3.31 1.56 0.49 0.058
H 4.37 1.05 -0.76 0.082
H 5.02 2.11 0.45 0.085
H 5.57 -0.55 0.60 0.139
H 5.62 -0.71 2.87 0.081
H 4.08 0.20 3.10 0.071
H 5.66 0.97 2.75 0.080
H 2.87 -0.53 1.16 0.026
C -0.60 -4.57 -2.57 -0.071
C -1.67 -5.64 -2.42 -0.487
C -1.84 -6.43 -3.70 -0.057
O -1.29 -6.55 -1.39 -0.047
H -0.65 -3.86 -1.74 0.070
H -0.74 -4.00 -3.50 0.084
H 0.42 -4.95 -2.55 0.044
H -2.59 -5.13 -2.13 0.131
H -2.16 -5.79 -4.53 0.077
H -2.50 -7.29 -3.64 0.079
H -0.83 -6.75 -3.98 0.085
H -0.38 -6.40 -1.11 0.044
C -3.22 5.31 0.96 -0.020
C -1.81 4.96 1.50 -0.386
C -1.65 5.57 2.88 -0.219
O -1.80 6.99 2.81 -0.200
C -0.61 7.76 2.98 -0.073
N -1.72 3.47 1.63 0.002
H -3.96 4.76 1.54 0.091
H -3.22 4.98 -0.08 0.090
H -3.41 6.38 1.04 0.087
H -1.07 5.37 0.81 0.150
H -0.67 5.32 3.31 0.110
H -2.48 5.32 3.55 0.137
H -0.44 7.94 4.04 0.091
H -0.78 8.68 2.43 0.094
H 0.24 7.22 2.55 0.084
H -2.55 3.24 2.19 0.088
H -2.13 3.13 0.74 0.061
C -0.60 0.64 -3.29 -0.058
C 0.62 1.36 -2.78 -0.434
C 1.48 1.87 -3.95 -0.225
O 2.43 2.77 -3.46 -0.193
C 3.50 2.96 -4.37 -0.102
N 0.24 2.51 -1.95 0.062
H -0.38 -0.31 -3.77 0.085
H -1.24 1.22 -3.95 0.089
H -1.27 0.39 -2.46 0.048
H 1.30 0.68 -2.24 0.128
H 0.88 2.20 -4.80 0.134
H 2.00 0.97 -4.32 0.126
H 4.20 3.66 -3.91 0.089
H 3.16 3.39 -5.31 0.094
H 4.05 2.04 -4.58 0.089
H -0.13 2.17 -1.06 0.016
H 1.10 2.98 -1.65 0.065
C 0.01 -0.50 4.67 -0.046
C -1.29 -0.02 4.05 -0.402
C -2.49 -0.33 4.96 -0.182
O -3.68 -0.21 4.21 -0.182
C -4.07 -1.41 3.58 -0.098
N -1.23 1.44 3.79 -0.015
H 0.18 -0.04 5.65 0.094
H 0.88 -0.25 4.05 0.058
H -0.02 -1.58 4.79 0.097
H -1.40 -0.52 3.08 0.125
H -2.54 0.48 5.69 0.136
H -2.37 -1.30 5.44 0.138
H -4.58 -2.09 4.27 0.098
H -3.22 -1.93 3.13 0.087
H -4.83 -1.20 2.83 0.091
H -1.06 1.86 4.72 0.102
H -2.19 1.81 3.79 0.088
C 3.73 -3.03 -1.63 -0.231
C 3.25 -3.76 -2.89 -0.206
C 3.49 -5.24 -2.61 -0.231
S 3.07 -5.50 -0.90 0.685
O 4.09 -6.30 -0.29 -0.307
O 1.69 -5.90 -0.75 -0.330
C 3.18 -3.74 -0.42 -0.213
H 3.53 -1.96 -1.70 0.104
H 4.82 -3.02 -1.55 0.126
H 3.67 -3.44 -3.83 0.121
H 2.16 -3.63 -2.93 0.098
H 4.58 -5.34 -2.65 0.109
H 3.15 -6.04 -3.27 0.115
H 3.69 -3.72 0.54 0.104
H 2.11 -3.60 -0.27 0.073
```

The spin multiplicity is 1. The value obtained for the orbital gap is 0.2073 Eh. The HOMO energy comes out at -11.29 eV. For the energy above the lowest of the compared OMol25 structures with the same formula, charge and spin, the calculation gives 0.0 kcal/mol. Its molar mass is 827.5 g/mol. Its total charge is +1. Its total energy is -69048.3382 eV.

---

(2)
# C27H70F6O14P

A 10-piece molecular cluster, C27H70F6O14P overall in a non-equilibrium geometry (ωB97M-V with the def2-TZVPD basis set, the OMol25 dataset).

Geometry as XYZ:
```
118
Properties=species:S:1:pos:R:3:lowdin_charge:R:1
P -2.18 0.85 0.05 0.141
F -2.03 1.61 1.49 -0.190
F -0.56 0.77 -0.16 -0.195
F -2.07 -0.62 0.81 -0.216
F -2.25 0.04 -1.27 -0.147
F -3.81 0.85 0.16 -0.192
F -2.33 2.31 -0.69 -0.195
C 1.13 -6.11 1.75 -0.165
C 0.49 -4.83 2.27 -0.178
C 1.43 -4.41 3.40 -0.200
O 2.50 -5.37 3.47 -0.147
C 2.60 -6.10 2.23 -0.182
H 1.08 -6.05 0.67 0.103
H 0.66 -6.99 2.19 0.108
H -0.55 -4.99 2.56 0.108
H 0.47 -3.97 1.59 0.110
H 0.76 -4.31 4.25 0.116
H 1.79 -3.43 3.09 0.112
H 3.08 -7.07 2.28 0.112
H 3.22 -5.54 1.52 0.105
C -5.34 1.37 -4.27 -0.191
O -6.15 0.28 -4.53 -0.120
H -5.55 1.73 -3.27 0.087
H -4.30 1.05 -4.27 0.077
H -5.57 2.11 -5.04 0.075
H -6.08 0.09 -5.47 0.072
C -5.14 -4.16 -1.10 -0.163
O -5.58 -3.05 -0.28 -0.109
H -4.08 -4.30 -1.30 0.069
H -5.52 -5.11 -0.73 0.065
H -5.57 -4.08 -2.10 0.064
H -4.81 -2.48 -0.21 0.069
C -4.14 2.09 6.57 -0.196
O -4.22 2.74 5.34 -0.110
H -4.09 1.01 6.46 0.081
H -3.29 2.48 7.13 0.068
H -4.99 2.40 7.19 0.074
H -3.64 2.28 4.74 0.081
C 9.37 -2.20 -0.44 -0.112
O 8.93 -2.19 -1.78 -0.177
C 7.72 -2.87 -2.10 -0.172
C 6.48 -2.66 -1.14 -0.229
O 6.30 -1.30 -0.85 -0.190
C 5.19 -1.08 0.06 -0.080
H 10.36 -1.76 -0.41 0.092
H 9.45 -3.23 -0.10 0.083
H 8.60 -1.73 0.18 0.082
H 7.86 -3.94 -2.25 0.111
H 7.35 -2.65 -3.10 0.115
H 6.69 -3.21 -0.23 0.107
H 5.53 -3.06 -1.51 0.120
H 4.27 -1.35 -0.45 0.088
H 5.17 -0.11 0.56 0.087
H 5.22 -1.70 0.95 0.076
C 2.14 2.14 5.39 -0.077
O 2.80 2.17 6.69 -0.193
C 3.79 3.16 6.85 -0.228
C 4.31 3.20 8.26 -0.215
O 3.38 3.67 9.24 -0.174
C 2.26 2.76 9.38 -0.100
H 1.75 1.16 5.11 0.083
H 2.66 2.35 4.45 0.080
H 1.30 2.83 5.34 0.084
H 3.26 4.10 6.71 0.125
H 4.57 3.20 6.09 0.125
H 5.25 3.73 8.40 0.122
H 4.72 2.23 8.56 0.117
H 1.84 3.02 10.35 0.078
H 2.54 1.70 9.46 0.090
H 1.44 2.93 8.69 0.083
C -6.68 8.33 3.24 -0.127
O -6.40 7.59 2.07 -0.196
C -5.01 7.27 2.01 -0.189
C -4.37 7.28 0.57 -0.172
O -4.18 8.54 -0.04 -0.177
C -5.29 9.37 -0.27 -0.120
H -7.76 8.27 3.43 0.087
H -6.42 9.39 3.22 0.079
H -6.08 7.88 4.02 0.082
H -4.94 6.30 2.51 0.126
H -4.40 7.91 2.65 0.112
H -5.02 6.59 0.03 0.118
H -3.41 6.78 0.50 0.127
H -6.08 8.82 -0.78 0.088
H -5.01 10.13 -0.99 0.083
H -5.73 9.84 0.61 0.077
C -0.52 -9.48 -6.59 -0.117
O -0.62 -8.12 -6.17 -0.163
C -1.83 -7.83 -5.46 -0.195
C -1.43 -6.82 -4.39 -0.235
O -0.63 -5.81 -4.96 -0.171
C -0.43 -4.65 -4.07 -0.071
H -0.57 -10.29 -5.86 0.077
H 0.43 -9.72 -7.07 0.082
H -1.35 -9.67 -7.27 0.082
H -2.30 -8.70 -4.98 0.115
H -2.70 -7.42 -5.97 0.117
H -1.03 -7.37 -3.54 0.120
H -2.32 -6.33 -4.00 0.115
H 0.38 -4.06 -4.50 0.086
H -0.35 -4.76 -2.99 0.079
H -1.31 -4.01 -4.06 0.077
C 0.14 1.83 -7.10 -0.039
O 1.31 1.78 -6.20 -0.242
C 1.14 1.89 -4.80 -0.221
C 2.56 2.05 -4.20 -0.126
O 3.31 3.19 -4.79 -0.204
C 2.75 4.47 -4.59 -0.125
H -0.54 1.09 -6.67 0.081
H 0.51 1.64 -8.11 0.083
H -0.18 2.86 -6.95 0.080
H 0.54 1.05 -4.48 0.124
H 0.54 2.78 -4.60 0.110
H 3.19 1.20 -4.46 0.118
H 2.49 2.07 -3.11 0.117
H 1.92 4.51 -5.30 0.074
H 3.37 5.31 -4.91 0.080
H 2.46 4.58 -3.55 0.091
```

The spin multiplicity is 1. The value obtained for the orbital gap is 0.3532 Eh. The HOMO energy comes out at -7.67 eV. Its molar mass is 763.8 g/mol. Its total charge is -1. Its total energy is -83389.1872 eV.

---

(3)
# C27H71N5O11S6

A 11-piece molecular cluster, C27H71N5O11S6 overall in a non-equilibrium geometry (ωB97M-V with the def2-TZVPD basis set, the OMol25 dataset).

Geometry as XYZ:
```
120
Properties=species:S:1:pos:R:3:lowdin_charge:R:1
C -0.28 2.34 -5.67 -0.227
S -0.96 2.38 -3.93 0.866
O -0.91 0.98 -3.28 -0.593
C -2.78 2.60 -4.35 -0.220
H -0.20 1.33 -6.06 0.056
H 0.71 2.80 -5.71 0.040
H -0.93 2.92 -6.33 0.044
H -3.13 1.81 -5.02 0.044
H -2.88 3.56 -4.86 0.054
H -3.40 2.45 -3.47 0.035
C -2.79 2.70 -0.42 -0.212
S -2.54 4.40 0.39 0.846
O -2.71 5.49 -0.69 -0.578
C -4.09 4.41 1.37 -0.251
H -3.77 2.51 -0.86 0.051
H -2.61 1.96 0.36 0.015
H -2.15 2.54 -1.28 0.004
H -4.04 5.19 2.13 0.053
H -4.38 3.47 1.84 0.036
H -4.96 4.51 0.72 0.054
C 0.61 4.89 -1.71 -0.267
S 2.05 4.53 -0.63 0.808
O 3.08 5.64 -0.89 -0.570
C 1.27 4.86 1.00 -0.239
H 0.30 5.92 -1.52 0.061
H -0.20 4.17 -1.69 0.000
H 0.91 4.78 -2.75 0.030
H 1.41 5.90 1.27 0.058
H 1.71 4.23 1.78 0.038
H 0.20 4.68 1.11 0.007
C 1.03 1.08 -0.32 -0.236
S 0.61 -0.63 0.24 0.877
O -0.79 -0.67 0.90 -0.590
C 0.31 -1.43 -1.33 -0.273
H 0.49 1.30 -1.24 0.020
H 2.10 1.18 -0.52 0.016
H 0.86 1.81 0.46 0.045
H 1.18 -1.69 -1.94 0.034
H -0.30 -0.83 -1.99 0.028
H -0.39 -2.25 -1.18 0.030
C -0.64 -2.19 7.06 -0.265
S -0.91 -1.08 5.60 0.836
O -0.06 0.19 5.78 -0.563
C 0.08 -2.17 4.44 -0.248
H -0.90 -3.19 6.70 0.038
H -1.26 -2.00 7.93 0.043
H 0.35 -2.24 7.53 0.059
H 1.08 -2.36 4.85 0.057
H 0.28 -1.63 3.51 0.038
H -0.37 -3.15 4.37 0.039
C 5.03 1.04 -3.00 -0.252
S 3.98 -0.46 -2.84 0.862
O 3.67 -0.58 -1.35 -0.582
C 2.45 0.13 -3.79 -0.237
H 5.58 1.18 -3.93 0.053
H 5.83 0.98 -2.25 0.021
H 4.48 1.95 -2.77 0.053
H 2.01 1.02 -3.35 0.035
H 1.74 -0.64 -4.11 0.053
H 2.76 0.59 -4.73 0.042
C -5.25 -2.45 -3.13 -0.328
O -5.56 -3.45 -2.50 -0.004
N -3.97 -1.96 -3.05 -0.157
C -3.48 -0.78 -3.75 -0.079
C -2.94 -2.70 -2.25 -0.023
H -5.91 -1.76 -3.69 0.132
H -3.54 0.11 -3.12 0.062
H -4.06 -0.50 -4.64 0.081
H -2.43 -0.80 -4.04 0.072
H -2.14 -3.00 -2.92 0.092
H -2.51 -2.08 -1.47 0.065
H -3.22 -3.56 -1.64 0.084
C 4.76 2.05 0.84 -0.350
O 3.79 2.46 1.41 0.016
N 5.89 1.77 1.46 -0.194
C 7.00 1.29 0.67 -0.053
C 6.13 1.94 2.83 -0.056
H 4.71 1.82 -0.24 0.117
H 7.92 1.79 0.96 0.085
H 6.99 1.48 -0.40 0.074
H 7.20 0.24 0.89 0.093
H 6.90 2.71 2.95 0.098
H 5.25 2.42 3.27 0.093
H 6.33 1.02 3.37 0.101
C 1.66 -4.45 -1.97 -0.314
O 1.17 -4.31 -3.10 -0.020
N 2.96 -4.78 -1.71 -0.190
C 3.62 -4.43 -0.43 -0.020
C 3.78 -5.02 -2.81 -0.093
H 1.03 -4.24 -1.09 0.109
H 4.48 -5.05 -0.19 0.085
H 2.84 -4.46 0.33 0.087
H 4.05 -3.43 -0.56 0.075
H 4.25 -4.11 -3.19 0.087
H 4.54 -5.78 -2.61 0.092
H 3.22 -5.41 -3.67 0.090
C -3.54 2.61 4.55 -0.330
O -2.69 3.48 4.53 0.012
N -3.49 1.47 3.75 -0.170
C -4.43 0.36 3.99 -0.057
C -2.32 1.12 2.91 -0.051
H -4.47 2.61 5.14 0.127
H -4.96 0.11 3.07 0.081
H -5.17 0.68 4.72 0.080
H -3.91 -0.55 4.27 0.063
H -1.67 1.95 2.61 0.090
H -1.70 0.38 3.42 0.044
H -2.71 0.64 2.02 0.059
C -0.82 -4.42 1.40 -0.281
O -0.45 -5.46 0.75 -0.062
N -2.02 -4.25 1.99 -0.146
C -2.53 -3.00 2.54 -0.096
C -3.09 -5.30 2.10 -0.029
H -0.23 -3.49 1.48 0.119
H -3.32 -2.53 1.95 0.097
H -1.80 -2.19 2.57 0.036
H -2.82 -3.12 3.58 0.082
H -2.64 -6.29 1.97 0.081
H -3.67 -5.34 3.02 0.082
H -3.84 -5.29 1.30 0.087
```

The spin multiplicity is 1. The value obtained for the orbital gap is 0.3128 Eh. The HOMO energy comes out at -8.52 eV. For the energy above the lowest of the compared OMol25 structures with the same formula, charge and spin, the calculation gives 95.9 kcal/mol. Its molar mass is 834.3 g/mol. Its total charge is 0. Its total energy is -124127.1718 eV.

---

(4)
# C27H72B2CuF8O27S9

C27H72B2CuF8O27S9 as an isolated structure in a non-equilibrium geometry (ωB97M-V with the def2-TZVPD basis set, the OMol25 dataset).

Geometry as XYZ:
```
146
Properties=species:S:1:pos:R:3:mulliken_spin:R:1
Cu 1.52 1.09 -3.89 0.000
B -2.69 3.19 -5.60 -0.033
F -2.79 4.40 -5.00 0.027
F -2.38 3.36 -6.96 0.301
F -1.72 2.38 -5.02 0.077
F -3.91 2.52 -5.62 0.281
B -0.52 -0.18 -0.44 -0.014
F 0.42 0.76 -0.55 0.117
F -0.14 -1.19 0.38 0.005
F -1.70 0.38 -0.01 0.085
F -0.64 -0.58 -1.75 0.154
O 5.52 1.55 -1.96 0.000
S 6.59 1.73 -1.02 0.000
O 6.37 1.54 0.43 0.000
O 7.89 0.82 -1.48 0.000
C 8.14 0.68 -2.89 0.000
C 9.50 0.12 -3.13 0.000
C 7.38 3.37 -1.14 0.000
H 8.04 1.58 -3.49 0.000
H 7.43 -0.01 -3.36 0.000
H 9.96 -0.57 -2.42 0.000
H 10.16 0.98 -2.96 0.000
H 9.66 -0.16 -4.17 0.000
H 8.44 3.32 -1.36 0.000
H 7.11 3.82 -0.19 0.000
H 6.87 3.84 -1.99 0.000
O 1.82 -8.75 3.66 0.000
S 1.60 -8.57 5.07 0.000
O 2.42 -7.58 5.83 0.000
O 0.02 -8.21 5.33 0.000
C -0.52 -6.95 4.95 0.000
C -0.47 -6.71 3.45 0.000
C 1.67 -10.17 5.97 0.000
H -0.12 -6.06 5.44 0.000
H -1.58 -6.97 5.20 0.000
H -0.41 -7.64 2.89 0.000
H 0.50 -6.29 3.20 0.000
H -1.29 -6.09 3.09 0.000
H 0.67 -10.56 5.80 0.000
H 1.98 -10.07 7.01 0.000
H 2.38 -10.79 5.44 0.000
O -1.42 7.19 4.68 0.000
S -2.78 6.72 4.69 0.000
O -3.87 7.33 3.83 0.000
O -2.74 5.13 4.32 0.000
C -1.90 4.34 5.10 0.000
C -0.59 3.99 4.43 0.000
C -3.45 6.62 6.44 0.000
H -2.37 3.42 5.46 0.000
H -1.61 4.86 6.02 0.000
H 0.08 4.74 3.99 0.000
H -0.62 3.31 3.58 0.000
H 0.02 3.48 5.17 0.000
H -2.75 7.05 7.16 0.000
H -3.90 5.65 6.65 0.000
H -4.26 7.35 6.42 0.000
O -5.17 -1.48 6.16 0.000
S -6.21 -0.88 5.35 0.000
O -7.62 -1.34 5.38 0.000
O -6.21 0.79 5.51 0.000
C -7.30 1.59 5.00 0.000
C -8.15 1.91 6.17 0.000
C -5.70 -0.80 3.55 0.000
H -7.99 1.09 4.32 0.000
H -6.87 2.51 4.62 0.000
H -8.41 0.96 6.64 0.000
H -9.11 2.37 5.94 0.000
H -7.61 2.38 6.99 0.000
H -6.34 -0.20 2.91 0.000
H -5.79 -1.81 3.14 0.000
H -4.65 -0.54 3.59 0.000
O 1.19 5.16 -3.34 0.000
S 1.14 6.42 -2.56 0.000
O 2.14 6.77 -1.56 0.000
O 1.04 7.70 -3.63 0.000
C 0.79 7.46 -5.00 0.000
C 0.45 8.67 -5.79 0.000
C -0.53 6.62 -1.73 0.000
H 0.01 6.70 -5.01 0.000
H 1.62 6.96 -5.48 0.000
H -0.36 9.17 -5.26 0.000
H 0.10 8.40 -6.79 0.000
H 1.31 9.33 -5.86 0.000
H -1.24 7.02 -2.45 0.000
H -0.30 7.45 -1.05 0.000
H -0.83 5.73 -1.18 0.000
O -8.81 4.19 -1.56 0.000
S -8.07 3.82 -0.40 0.000
O -8.46 4.32 0.92 0.000
O -7.82 2.15 -0.32 0.000
C -7.83 1.38 -1.54 0.000
C -6.79 0.31 -1.53 0.000
C -6.34 4.28 -0.78 0.000
H -7.76 1.99 -2.44 0.000
H -8.83 0.94 -1.60 0.000
H -7.09 -0.41 -0.78 0.000
H -5.88 0.74 -1.12 0.000
H -6.72 -0.15 -2.52 0.000
H -5.77 4.03 0.11 0.000
H -6.31 5.35 -1.00 0.000
H -5.93 3.66 -1.58 0.000
O -0.44 -1.52 -6.55 0.000
S -0.64 -2.37 -7.72 0.000
O 0.41 -3.29 -8.26 0.000
O -1.91 -3.29 -7.40 0.000
C -3.06 -2.76 -6.71 0.000
C -3.79 -3.97 -6.09 0.000
C -1.41 -1.38 -9.15 0.000
H -3.70 -2.23 -7.42 0.000
H -2.78 -2.05 -5.93 0.000
H -3.98 -4.78 -6.79 0.000
H -4.79 -3.80 -5.68 0.000
H -3.10 -4.43 -5.38 0.000
H -2.43 -1.04 -9.01 0.000
H -1.48 -1.95 -10.07 0.000
H -0.72 -0.55 -9.31 0.000
O 7.94 -2.60 5.45 0.000
S 6.85 -2.28 6.38 0.000
O 6.55 -0.97 6.87 0.000
O 5.46 -3.00 5.83 0.000
C 4.65 -2.29 4.87 0.000
C 5.10 -2.72 3.54 0.000
C 7.11 -3.40 7.94 0.000
H 4.75 -1.23 5.11 0.000
H 3.59 -2.49 5.03 0.000
H 4.51 -2.22 2.77 0.000
H 5.02 -3.80 3.45 0.000
H 6.13 -2.47 3.27 0.000
H 6.88 -4.42 7.64 0.000
H 6.33 -3.11 8.65 0.000
H 8.10 -3.19 8.35 0.000
O 5.19 -4.20 -2.35 0.000
S 3.98 -4.12 -3.15 0.000
O 3.34 -2.83 -3.55 0.000
O 4.13 -5.09 -4.51 0.000
C 5.13 -4.67 -5.51 0.000
C 6.49 -5.20 -5.17 0.000
C 2.67 -5.15 -2.44 0.000
H 5.21 -3.60 -5.69 0.000
H 4.83 -5.05 -6.48 0.000
H 6.95 -4.63 -4.37 0.000
H 7.25 -4.99 -5.93 0.000
H 6.42 -6.27 -4.97 0.000
H 2.98 -6.20 -2.42 0.000
H 1.67 -4.94 -2.84 0.000
H 2.61 -4.74 -1.43 0.000
```

The spin multiplicity is 2. As for the expectation value of S²: 0.754. The value obtained for the orbital gap (spin up / spin down) is 0.2572 / 0.0748 Eh. The HOMO energy (spin up / spin down) comes out at -10.51 / -10.51 eV. Its molar mass is 1354.6 g/mol. Its total charge is 0. Its total energy is -249692.5529 eV.